{
  "formula": "C35H68ClFN5O6",
  "method": "the ωB97M-V functional and the def2-TZVPD basis",
  "spin_multiplicity": 1,
  "lumo_energy_ev": -4.6,
  "largest_force_ev_per_a": 1.95,
  "homo_energy_ev": -9.4,
  "e_tot_ha": -2659.30730,
  "total_charge": 1,
  "homo_lumo_gap_ev": 4.8,
  "species": ["C", "C", "C", "O", "O", "C", "C", "C", "C", "C", "C", "F", "C", "C", "O", "N", "O", "N", "C", "C", "C", "Cl", "C", "C", "C", "O", "O", "H", "H", "H", "H", "H", "H", "H", "H", "H", "H", "H", "H", "H", "H", "H", "H", "H", "H", "H", "H", "H", "H", "H", "C", "C", "N", "C", "C", "C", "C", "H", "H", "H", "H", "H", "H", "H", "H", "H", "H", "H", "H", "H", "H", "H", "C", "C", "N", "C", "C", "C", "C", "H", "H", "H", "H", "H", "H", "H", "H", "H", "H", "H", "H", "H", "H", "H", "C", "C", "N", "C", "C", "C", "C", "H", "H", "H", "H", "H", "H", "H", "H", "H", "H", "H", "H", "H", "H", "H"],
  "coordinates": [[-2.409, 1.811, -1.413], [-1.221, 2.188, -2.328], [-0.028, 1.237, -2.302], [1.000, 1.589, -1.778], [-0.066, -0.021, -2.900], [-0.437, -0.967, -1.859], [-1.401, -2.047, -2.394], [-2.873, -1.707, -2.245], [-3.633, -1.606, -3.415], [-3.105, -1.843, -4.817], [-2.202, -0.742, -5.367], [-2.512, -3.090, -4.909], [-4.968, -1.270, -3.305], [-5.501, -1.079, -2.076], [-6.820, -0.784, -1.996], [-7.643, -1.881, -2.556], [-8.494, -1.428, -3.169], [-4.777, -1.175, -0.962], [-5.491, -0.898, 0.306], [-6.218, -2.188, 0.800], [-7.646, -1.815, 1.219], [-7.608, -0.700, 2.621], [-3.473, -1.506, -1.019], [-2.691, -1.650, 0.267], [-2.014, -3.033, 0.384], [-2.483, -4.043, -0.069], [-0.833, -3.000, 1.046], [-2.073, 1.329, -0.487], [-3.097, 1.096, -1.882], [-2.967, 2.708, -1.141], [-1.614, 2.346, -3.339], [-0.854, 3.158, -1.990], [-0.860, -0.377, -1.047], [0.489, -1.478, -1.574], [-1.119, -2.195, -3.434], [-1.149, -2.988, -1.893], [-3.975, -1.898, -5.483], [-2.793, 0.095, -5.742], [-1.443, -0.398, -4.661], [-1.652, -1.185, -6.205], [-5.603, -1.156, -4.175], [-6.264, -0.141, 0.169], [-4.828, -0.477, 1.057], [-6.347, -2.821, -0.087], [-5.688, -2.705, 1.600], [-8.123, -1.259, 0.407], [-8.271, -2.692, 1.389], [-3.349, -1.608, 1.139], [-1.981, -0.833, 0.408], [-0.429, -2.135, 0.883], [5.449, 6.376, -4.184], [5.424, 4.917, -3.749], [5.147, 4.742, -2.336], [5.412, 3.396, -1.857], [4.560, 2.255, -2.424], [3.923, 5.352, -1.847], [2.599, 4.940, -2.505], [6.146, 6.953, -3.575], [5.772, 6.446, -5.223], [4.464, 6.840, -4.118], [6.410, 4.495, -3.961], [4.708, 4.371, -4.384], [5.334, 3.387, -0.766], [6.463, 3.170, -2.065], [3.550, 2.264, -2.017], [5.004, 1.296, -2.148], [4.499, 2.284, -3.512], [4.024, 6.437, -1.945], [3.851, 5.185, -0.769], [2.664, 4.922, -3.595], [1.820, 5.657, -2.237], [2.262, 3.961, -2.163], [1.760, 0.599, 4.591], [1.505, 1.602, 3.474], [0.461, 1.187, 2.552], [0.417, 1.978, 1.331], [0.065, 3.464, 1.443], [-0.827, 0.878, 3.150], [-1.521, 1.968, 3.975], [1.968, -0.393, 4.187], [2.624, 0.912, 5.177], [0.913, 0.524, 5.276], [2.436, 1.709, 2.912], [1.296, 2.585, 3.920], [-0.277, 1.503, 0.630], [1.396, 1.899, 0.852], [-0.996, 3.618, 1.644], [0.284, 3.961, 0.495], [0.644, 3.968, 2.216], [-0.701, 0.000, 3.790], [-1.513, 0.541, 2.361], [-0.838, 2.462, 4.665], [-2.320, 1.522, 4.572], [-1.983, 2.726, 3.343], [4.201, -6.314, 3.174], [2.940, -5.532, 3.514], [3.207, -4.267, 4.173], [2.027, -3.661, 4.762], [0.906, -3.223, 3.815], [4.094, -3.358, 3.469], [3.702, -2.924, 2.050], [4.823, -6.458, 4.058], [3.932, -7.298, 2.788], [4.797, -5.817, 2.407], [2.343, -6.152, 4.189], [2.343, -5.405, 2.597], [2.334, -2.805, 5.369], [1.607, -4.376, 5.477], [1.170, -2.318, 3.266], [0.007, -2.992, 4.394], [0.639, -4.002, 3.100], [5.083, -3.821, 3.417], [4.248, -2.466, 4.082], [3.371, -3.763, 1.435], [4.565, -2.476, 1.553], [2.915, -2.169, 2.058]]
}